C15H35BFO6 | ωB97M-V/def2-TZVPD

The geometry in XYZ format:
```
58
Properties=species:S:1:pos:R:3:forces:R:3:nbo_charge:R:1
C -3.1385 -0.0568 -1.2535 -0.3 0.0 -0.3 -0.607
C -2.4748 -0.0811 -2.6300 -0.4 0.2 -0.1 -0.498
C -2.2238 -1.4702 -3.1865 0.3 0.1 -0.5 0.802
O -2.2650 -1.7348 -4.3763 -0.1 0.1 0.6 -0.638
O -1.9025 -2.3049 -2.2228 0.0 -0.1 0.1 -0.506
C -1.5188 -3.6657 -2.5682 0.1 -0.2 -0.1 -0.053
C -1.2272 -4.4061 -1.2780 0.1 -0.1 -0.2 -0.654
B 0.2392 -4.0851 -0.5879 -0.1 -0.1 0.3 -0.168
C 0.1100 -3.1939 0.7749 0.3 0.2 -0.4 0.020
C 1.3584 -3.1764 1.6494 0.0 0.0 -0.1 -0.640
F -0.9852 -3.6331 1.6147 0.0 0.0 0.1 -0.447
H -3.1533 0.9668 -0.8617 0.0 -0.2 -0.1 0.191
H -4.1781 -0.3942 -1.3218 0.1 0.0 0.0 0.203
H -2.6082 -0.6947 -0.5462 -0.4 0.0 -0.4 0.236
H -1.5149 0.4458 -2.5889 0.0 -0.2 -0.1 0.218
H -3.0912 0.4372 -3.3730 0.2 0.0 0.1 0.215
H -0.6188 -3.6035 -3.1914 -0.2 0.0 0.0 0.183
H -2.3303 -4.0984 -3.1679 0.0 0.2 0.1 0.162
H -1.2896 -5.4757 -1.5285 0.0 0.1 0.0 0.198
H -2.0544 -4.2152 -0.5809 0.0 -0.1 0.0 0.206
H 0.8320 -5.1395 -0.3061 -0.1 0.1 0.0 -0.075
H 0.9491 -3.4370 -1.3682 0.0 0.0 0.0 -0.073
H -0.1412 -2.1481 0.5412 -0.2 -0.1 0.0 0.137
H 1.4474 -2.2511 2.2296 0.0 -0.1 0.1 0.175
H 1.3325 -4.0336 2.3307 0.0 0.1 -0.1 0.204
H 2.2495 -3.2763 1.0207 -0.1 0.0 0.0 0.212
C -0.5569 -0.6170 3.1815 0.0 -0.2 0.0 -0.263
O -0.3220 0.0506 1.9553 0.1 0.3 0.2 -0.560
C -1.4963 0.4214 1.2617 0.4 -0.1 -0.1 -0.090
C -1.7651 1.9044 1.3675 0.0 0.1 0.0 -0.097
O -2.0550 2.3113 2.6982 0.0 0.0 0.0 -0.555
C -0.9377 2.8538 3.3702 0.0 0.0 0.0 -0.250
H 0.4006 -0.6928 3.6946 0.0 0.0 0.0 0.183
H -1.2587 -0.0704 3.8193 0.0 0.1 0.0 0.163
H -0.9310 -1.6288 2.9943 0.0 0.0 0.1 0.207
H -2.3603 -0.1482 1.6186 0.0 0.0 0.0 0.181
H -1.3438 0.1674 0.2069 0.2 0.2 0.5 0.195
H -2.6344 2.1544 0.7508 0.0 0.0 0.1 0.178
H -0.9023 2.4589 0.9821 0.0 0.0 0.0 0.184
H -0.6973 3.8547 2.9910 0.0 0.0 0.0 0.158
H -0.0576 2.2147 3.2653 0.0 0.0 0.0 0.184
H -1.1989 2.9306 4.4253 0.0 0.0 0.0 0.181
C 3.6880 3.8883 -2.2430 0.0 0.0 0.0 -0.253
O 4.3007 3.1644 -1.1958 0.0 0.0 0.0 -0.550
C 3.8740 3.5554 0.0973 0.0 0.0 0.0 -0.086
C 2.7979 2.6490 0.6536 -0.1 -0.1 0.1 -0.088
O 1.6006 2.7225 -0.0957 0.0 0.1 -0.1 -0.561
C 1.4149 1.6288 -0.9834 -0.1 -0.1 0.1 -0.263
H 3.9188 3.3704 -3.1724 0.0 0.0 0.0 0.190
H 2.6034 3.9335 -2.1206 0.0 0.0 0.0 0.182
H 4.0847 4.9094 -2.2992 0.0 0.0 0.0 0.158
H 3.5093 4.5888 0.0791 0.0 0.0 0.0 0.165
H 4.7465 3.5158 0.7568 0.0 0.0 0.0 0.180
H 2.5688 2.9672 1.6762 0.0 0.0 0.0 0.179
H 3.1603 1.6175 0.6973 0.0 0.0 0.0 0.184
H 1.1509 0.7245 -0.4259 0.0 0.0 0.0 0.196
H 2.3055 1.4353 -1.5852 0.0 0.0 0.0 0.179
H 0.5901 1.8896 -1.6455 0.0 0.0 0.0 0.183
```
Forces are in eV/Å.

The value obtained for the lowest unoccupied orbital energy is 2.60 eV. The total charge is -1. As for the energy: -31800.2756 eV.